{"formula": "C53H46KN5O8", "method": "ωB97M-V with the def2-TZVPD basis set", "relative_energy_kj_mol": 225.5, "gap_ev": 6.033, "lumo_energy_ev": 3.8, "total_charge": -2, "homo_ev": -2.209, "fmax_ev_per_a": 2.1, "elements": ["K", "O", "C", "O", "C", "C", "C", "C", "C", "N", "C", "O", "O", "H", "H", "H", "H", "O", "C", "C", "C", "C", "C", "C", "C", "C", "C", "O", "C", "C", "C", "C", "C", "C", "C", "C", "C", "C", "C", "C", "N", "C", "C", "C", "C", "C", "C", "C", "C", "C", "C", "C", "C", "H", "H", "H", "H", "H", "H", "H", "H", "H", "H", "H", "H", "H", "H", "H", "H", "H", "H", "H", "H", "H", "H", "H", "H", "H", "H", "H", "O", "H", "H", "C", "C", "C", "C", "C", "N", "C", "O", "N", "C", "C", "C", "C", "N", "C", "C", "C", "H", "H", "H", "H", "H", "H", "H", "H", "H", "H", "H", "H", "H"], "positions_angstrom": [[-0.494316, -0.079575, -0.123992], [4.357436, -1.641382, 0.582757], [2.998944, -1.643091, 0.460559], [2.474456, -1.646484, -0.616450], [2.305502, -1.653842, 1.775590], [2.872999, -2.294709, 2.868589], [2.142618, -2.329311, 4.049218], [0.916305, -1.695863, 4.088370], [0.449221, -1.028676, 2.952004], [1.127319, -1.034967, 1.812809], [-0.888802, -0.236034, 3.042673], [-1.532053, -0.448931, 4.092905], [-1.135677, 0.531536, 2.098484], [4.695771, -1.605501, -0.321098], [3.845328, -2.759528, 2.782554], [2.529818, -2.843755, 4.920669], [0.288113, -1.695417, 4.967515], [0.091283, 1.242631, -1.851253], [-0.119301, 1.477626, -3.164834], [0.562064, 0.409463, -4.094149], [0.744491, -1.010038, -3.607594], [1.741184, -1.747813, -4.258204], [1.915355, -3.078856, -3.936403], [1.128262, -3.623713, -2.939530], [0.208353, -2.809735, -2.273737], [-0.448706, -3.402692, -1.055147], [-1.864272, -2.990871, -0.480018], [-1.957145, -1.703323, -0.113689], [-1.994372, -3.969750, 0.725429], [-2.096863, -5.352053, 0.579362], [-2.202531, -6.176901, 1.690363], [-2.213213, -5.629416, 2.968242], [-2.121548, -4.252689, 3.120487], [-2.014630, -3.433401, 2.004331], [-3.064870, -3.223690, -1.430836], [-3.019472, -2.890048, -2.785339], [-4.172923, -2.844192, -3.555358], [-5.408505, -3.135137, -2.997541], [-5.473439, -3.473792, -1.652065], [-4.320376, -3.518658, -0.885256], [0.002343, -1.542460, -2.641073], [-1.634404, 1.518405, -3.529207], [-2.159619, 2.408651, -4.466151], [-3.526171, 2.484503, -4.702536], [-4.398764, 1.662952, -4.004429], [-3.884754, 0.748720, -3.095698], [-2.520313, 0.669915, -2.865415], [0.475619, 2.874961, -3.544396], [1.199723, 3.176750, -4.695122], [1.764659, 4.435759, -4.884125], [1.593323, 5.432644, -3.938973], [0.836941, 5.160547, -2.803774], [0.296203, 3.901377, -2.613890], [1.574478, 0.759248, -4.305626], [0.025135, 0.374119, -5.049398], [2.357867, -1.276217, -5.013825], [2.665465, -3.677933, -4.441845], [1.247867, -4.659552, -2.646738], [0.229386, -3.154093, -0.227547], [-0.422731, -4.488504, -1.168510], [-2.113998, -5.788447, -0.414458], [-2.284270, -7.251262, 1.558477], [-2.304102, -6.275720, 3.834832], [-2.144496, -3.805948, 4.108525], [-1.967835, -2.355311, 2.092159], [-2.073431, -2.628650, -3.235657], [-4.108194, -2.553817, -4.598329], [-6.311351, -3.084916, -3.596295], [-6.431715, -3.696094, -1.193845], [-4.396373, -3.757602, 0.167489], [-1.502572, 3.076290, -5.010276], [-3.911973, 3.200405, -5.421215], [-5.468912, 1.741902, -4.162519], [-4.550972, 0.086902, -2.554834], [-2.136237, -0.046918, -2.149782], [1.329829, 2.440140, -5.478819], [2.343313, 4.634690, -5.780688], [2.044102, 6.408221, -4.082605], [0.671020, 5.936303, -2.063858], [-0.278536, 3.677900, -1.725867], [-1.805895, 2.365988, -0.436437], [-1.874616, 1.753950, 0.309702], [-1.107009, 1.924914, -1.012470], [-4.574291, 1.087923, 4.626466], [-4.044376, 2.278742, 3.880728], [-2.990782, 3.032664, 4.373714], [-2.423242, 4.059905, 3.631768], [-2.892432, 4.334811, 2.353268], [-2.352202, 5.323947, 1.492678], [-1.230592, 6.090578, 1.514924], [-1.167969, 7.142390, 0.882473], [-0.173958, 5.734723, 2.341139], [0.507062, 4.500803, 2.458369], [1.359244, 4.348711, 3.545311], [2.090477, 3.183179, 3.677342], [1.978107, 2.226890, 2.680573], [1.179311, 2.362814, 1.631124], [0.429449, 3.455866, 1.528929], [-4.005841, 3.641320, 1.886581], [-4.563485, 2.625501, 2.636756], [-4.189738, 1.057093, 5.644178], [-4.227506, 0.180515, 4.126775], [-5.667389, 1.082678, 4.644042], [-2.565901, 2.779139, 5.337259], [-1.604690, 4.622551, 4.051501], [-2.928894, 5.521514, 0.691234], [0.429450, 6.528050, 2.482067], [1.429782, 5.137851, 4.287021], [2.732694, 3.030270, 4.535138], [2.570219, 1.316593, 2.712596], [-0.256984, 3.486882, 0.689100], [-4.390863, 3.852930, 0.896214], [-5.384299, 2.048134, 2.226163]], "atomic_forces_ev_per_a": [[1.7, 0.1, 0.3], [0.0, 0.0, 0.3], [0.1, 0.0, -0.5], [-0.1, 0.1, 0.1], [-0.1, -0.1, 0.5], [0.1, 0.0, -0.1], [-0.1, 0.1, -0.1], [0.1, -0.1, 0.0], [-0.2, 0.1, 0.2], [0.2, -0.1, 0.0], [-0.1, 0.2, 0.2], [0.0, 0.0, 0.0], [-0.3, 0.1, 1.0], [0.0, 0.0, -0.1], [0.0, 0.0, 0.0], [0.0, 0.0, 0.0], [0.0, 0.1, 0.0], [0.1, 1.0, -1.4], [0.1, 0.1, -0.5], [0.0, 0.2, 0.3], [0.1, -0.1, -0.1], [0.0, -0.1, 0.0], [-0.1, 0.1, 0.0], [0.0, 0.0, 0.0], [0.1, -0.2, -0.2], [-0.4, 0.1, 0.1], [-0.4, 0.0, -0.2], [-1.0, -1.8, 0.0], [-0.1, 0.0, 0.0], [0.1, 0.0, 0.1], [0.0, -0.1, 0.0], [0.0, 0.0, 0.0], [0.0, -0.1, 0.1], [0.0, 0.1, -0.1], [-0.1, 0.0, 0.0], [0.1, -0.2, 0.1], [0.0, 0.0, -0.1], [0.0, 0.0, 0.0], [0.0, 0.0, 0.0], [0.1, 0.0, 0.0], [-0.1, 0.1, 0.1], [-0.1, 0.1, 0.0], [0.0, 0.0, 0.0], [-0.1, 0.0, 0.0], [0.0, 0.0, 0.0], [-0.1, -0.1, 0.0], [0.2, 0.0, 0.0], [0.1, 0.0, 0.1], [-0.1, 0.0, 0.0], [0.0, 0.1, -0.1], [0.0, 0.0, 0.0], [0.0, 0.0, 0.0], [0.0, -0.1, 0.0], [0.0, 0.0, 0.0], [0.1, 0.0, -0.1], [0.0, 0.0, 0.0], [0.0, 0.0, 0.0], [0.0, 0.0, 0.0], [0.0, -0.1, 0.0], [0.1, 0.0, 0.0], [0.0, 0.0, 0.0], [0.0, 0.0, 0.0], [0.0, 0.0, 0.0], [0.0, 0.0, 0.0], [0.0, 0.0, 0.0], [0.0, 0.1, 0.0], [0.0, 0.0, 0.0], [0.0, 0.0, 0.0], [0.0, 0.0, 0.0], [0.0, 0.0, 0.0], [0.0, 0.0, 0.0], [0.0, 0.0, 0.0], [0.0, 0.0, 0.0], [0.0, 0.0, 0.0], [-0.1, 0.0, 0.0], [0.0, 0.0, 0.1], [0.0, 0.0, 0.0], [0.0, 0.0, 0.0], [0.0, 0.0, 0.0], [0.0, 0.0, 0.1], [0.0, -0.1, 0.3], [-0.4, 0.4, 0.3], [0.1, 0.4, -0.3], [0.1, -0.1, -0.2], [-0.1, 0.0, 0.1], [0.0, 0.0, -0.1], [0.1, 0.0, 0.0], [0.1, 0.1, 0.1], [-0.2, -0.4, -0.1], [0.1, 0.5, 0.0], [-0.1, -0.2, 0.1], [-0.1, 0.0, 0.2], [0.1, -0.3, 0.0], [-0.1, 0.0, 0.0], [0.0, 0.1, 0.0], [0.1, -0.1, -0.1], [-0.1, 0.1, 0.0], [0.1, 0.2, 0.2], [0.1, -0.1, -0.2], [0.0, 0.0, 0.0], [0.0, 0.0, 0.1], [0.0, 0.0, 0.1], [0.0, 0.0, 0.1], [0.0, 0.0, 0.0], [0.1, 0.0, 0.0], [0.0, 0.1, 0.0], [0.0, 0.1, -0.2], [0.0, 0.0, 0.0], [0.0, 0.0, 0.0], [0.0, 0.0, 0.1], [0.0, 0.0, 0.0], [0.0, 0.0, 0.0], [0.0, 0.0, 0.0]]}

---

{"formula": "C5H11NOS", "method": "ωB97M-V with the def2-TZVPD basis set", "relative_energy_kj_mol": 437.5, "gap_ev": 6.721, "lumo_energy_ev": -2.0, "homo_ev": -8.703, "fmax_ev_per_a": 3.3, "elements": ["C", "C", "C", "S", "C", "N", "C", "O", "H", "H", "H", "H", "H", "H", "H", "H", "H", "H", "H"], "positions_angstrom": [[-0.690643, -0.034106, 1.045585], [0.323116, -1.084177, 1.320596], [1.088393, -1.143457, 0.082970], [1.463407, 0.555467, -0.284891], [-1.704571, -0.283074, 0.035095], [-2.242101, 0.846714, -0.613232], [-1.384512, 1.858215, -1.221479], [-2.134200, -1.368228, -0.272093], [4.635923, -0.741772, -0.045400], [-0.707980, 0.923408, 1.555036], [-0.204812, -2.029664, 1.518836], [0.840345, -0.841583, 2.248861], [0.464116, -1.582162, -0.707064], [1.943777, -1.834523, 0.133466], [4.657812, -0.170816, 0.428630], [-2.945067, 0.438084, -1.215419], [-0.350219, 1.520284, -1.382053], [-1.265792, 2.673138, -0.490508], [-1.786996, 2.298253, -2.136932]], "atomic_forces_ev_per_a": [[2.5, 1.8, -1.4], [-1.8, -1.1, 2.2], [1.3, -2.0, -1.1], [-1.4, 0.5, 0.8], [-0.7, 1.8, -1.3], [0.2, -1.0, -0.1], [0.4, 1.1, 1.0], [0.0, -1.3, 0.5], [0.0, 0.0, 0.0], [-0.3, -0.3, 0.4], [0.0, 0.0, 0.0], [0.5, 0.1, -0.3], [0.0, 0.2, 0.2], [0.2, 0.4, 0.0], [0.0, 0.0, 0.0], [0.0, 0.4, -0.3], [-0.5, -0.2, -0.3], [-0.1, 0.1, -0.3], [-0.2, -0.4, 0.2]]}